DFT (wB97M-V/def2-TZVPD) results for a 8-piece molecular cluster, C56H70FI3N2O21S2 overall.

```
155
Properties=species:S:1:pos:R:3:forces:R:3:mulliken_charge:R:1
C 5.0874 -0.6520 -2.8414 -0.2 0.8 0.4 -0.91
C 3.6368 -1.3416 -2.3745 0.9 -4.0 -2.8 0.31
I 2.2577 -0.3467 -0.9846 1.4 -1.0 -1.2 0.14
C 3.3083 -2.6775 -2.9433 -1.1 2.8 2.2 -0.83
I 4.7187 -3.6102 -4.4003 -1.2 0.8 1.2 0.07
C 1.9665 -3.5730 -2.6089 -2.2 -1.4 0.6 0.93
C 0.6726 -3.5642 -3.6680 0.1 -2.4 3.7 -1.03
I 0.8896 -2.2615 -5.4222 -0.3 -1.1 1.5 0.00
C -0.7055 -4.4743 -3.4038 3.1 -0.4 2.7 0.89
C -1.9866 -4.5286 -4.4251 0.4 0.4 0.3 -0.63
C -1.6660 -5.1193 -5.9189 -0.8 -0.9 -0.6 -0.27
C -1.4866 -6.7448 -6.0085 1.0 -4.4 -0.7 0.47
C -2.0608 -7.8609 -4.9559 2.1 -1.2 -3.1 -0.03
C -1.7475 -9.4753 -5.1685 1.7 1.9 -3.0 -0.37
C -0.8684 -10.0485 -6.4632 -0.9 4.4 0.5 -0.51
C -0.3232 -8.9410 -7.5640 -2.2 1.4 3.4 -0.17
C -0.6276 -7.3453 -7.3105 -1.0 -2.4 1.9 -0.32
C -0.6983 -5.3490 -1.9973 3.2 1.4 -0.3 -0.32
C 0.5973 -5.3798 -0.9392 1.0 2.1 -2.6 -0.40
C 1.9591 -4.5032 -1.2283 -2.9 0.2 -2.5 0.56
C 3.2964 -4.4482 -0.2812 0.0 0.2 -0.5 -0.74
C 4.6020 -5.2675 -0.9282 0.1 -0.4 0.5 -0.27
N 5.8009 -4.3534 -0.7836 -0.4 -0.7 -0.4 -0.53
N 0.5517 -6.2348 0.3070 -0.7 -1.4 -3.0 -0.23
C 0.1356 -7.6626 0.0343 -0.2 -3.1 -0.2 -0.22
C -1.2637 -7.9982 -0.8194 2.2 -2.2 1.0 0.25
C -1.7984 -9.5222 -1.1468 3.9 0.3 2.0 -0.32
C -0.8752 -10.7851 -0.6030 1.6 4.7 1.0 -0.56
C 0.5287 -10.4357 0.2163 -0.7 1.6 0.3 0.16
C 1.5320 -11.6660 0.7433 -0.9 0.0 -2.0 -0.71
C 2.5010 -11.9953 -0.5798 0.4 2.1 0.7 -0.63
C 3.9190 -12.7157 -0.1856 -0.6 1.2 -1.2 -0.41
S 3.7782 -14.5234 -0.6559 -0.6 -0.2 0.2 -0.27
C 1.0504 -8.9125 0.5710 -3.8 0.1 -2.4 0.41
F 2.2817 -8.5768 1.3341 -3.5 -1.2 -2.2 -0.34
S -2.1703 -6.4264 -1.4233 2.8 -0.6 0.1 -0.22
H 5.2793 0.3837 -2.2817 -0.7 -2.3 -1.2 0.29
H 6.0151 -1.3273 -2.5723 -2.1 1.1 -0.5 0.26
H 5.1155 -0.4400 -4.0153 -0.3 -0.6 2.6 0.28
H -2.3779 -3.4216 -4.5521 0.8 -2.2 0.3 0.33
H -2.8686 -5.1504 -3.9324 2.0 1.3 -1.0 0.29
H -0.7476 -4.6379 -6.4622 -1.7 -0.9 1.4 0.12
H -2.6149 -4.8525 -6.5924 2.0 -0.5 1.5 0.31
H -2.7037 -7.5341 -4.0348 1.5 -0.7 -1.9 0.14
H -2.1202 -10.3034 -4.4073 0.8 2.2 -1.7 0.19
H -0.6498 -11.2140 -6.5866 -0.6 2.9 0.3 0.25
H 0.2856 -9.2630 -8.5375 -1.5 0.8 2.5 0.20
H -0.2150 -6.5945 -8.1279 -0.9 -1.6 2.0 0.04
H 3.6169 -3.3039 -0.1689 -0.7 -2.6 -0.4 0.21
H 3.1507 -4.8456 0.8107 -0.1 0.7 -2.1 0.33
H 4.4020 -5.6492 -2.0207 0.2 0.9 2.0 0.14
H 4.8502 -6.2449 -0.2896 -0.7 2.2 -1.3 0.34
H 6.7018 -4.8745 -0.7005 -1.2 0.7 -0.5 0.22
H 5.8300 -3.6055 -1.5115 0.1 -1.2 0.7 0.18
H 1.4177 -6.1674 0.8849 -1.0 -0.2 -0.9 0.39
H -2.7937 -9.7398 -1.7691 2.5 0.8 1.6 0.33
H -1.1259 -11.9220 -0.7604 0.5 2.6 0.3 0.26
H 0.8744 -12.6314 0.9128 1.3 2.1 0.1 0.29
H 2.1615 -11.3631 1.6861 -1.4 -0.5 -2.0 0.34
H 1.8871 -12.5259 -1.4237 1.3 0.8 1.8 0.37
H 2.7804 -10.9180 -1.0113 -0.6 -2.3 0.9 0.27
H 4.2764 -12.5097 0.9095 -1.0 -0.6 -2.0 0.30
H 4.7500 -12.2492 -0.9036 -1.8 -1.3 1.6 0.31
H 2.3913 -14.8673 -0.7465 1.7 1.2 0.4 0.13
C -1.1983 0.8247 -2.4567 -0.2 -0.2 -0.4 -1.10
C -1.3735 2.3253 -2.5751 0.7 -1.2 0.2 0.61
C -1.5472 3.0122 -1.2547 0.6 -0.1 0.8 -0.28
O -2.3265 4.1458 -1.5929 -0.7 0.1 -0.8 -0.32
C -3.0385 3.8067 -2.7096 -1.9 1.2 -1.0 0.68
O -3.9600 4.4632 -3.1644 2.0 -1.4 1.0 -0.59
O -2.5836 2.6356 -3.2463 -0.6 1.2 0.3 -0.36
H -1.0149 0.3873 -3.4440 0.1 0.0 0.2 0.37
H -0.3583 0.5714 -1.8031 -0.2 0.1 -0.2 -0.04
H -2.1068 0.3496 -2.0701 0.1 0.3 0.1 0.30
H -0.5454 2.7599 -3.1471 0.0 0.1 0.1 0.20
H -0.5916 3.3193 -0.8193 -0.2 0.1 -0.1 0.35
H -2.0987 2.4170 -0.5185 0.1 -0.1 -0.2 0.13
C 0.6175 -7.1544 -13.3218 -0.4 0.3 -0.1 -1.42
C 1.6735 -6.6246 -12.3727 -0.5 -0.5 -1.2 0.51
C 2.3971 -7.7016 -11.6232 0.6 -0.6 -0.3 -0.49
O 2.7680 -7.0500 -10.4213 -0.5 0.8 0.4 -0.29
C 1.8508 -6.0563 -10.2209 -0.2 1.3 2.1 0.68
O 1.7387 -5.4211 -9.1860 0.2 -1.4 -2.3 -0.57
O 1.0757 -5.8710 -11.3305 0.5 0.0 1.1 -0.32
H 0.1674 -6.3291 -13.8840 0.1 -0.2 0.0 0.35
H 1.0427 -7.8682 -14.0336 0.0 0.1 0.1 0.37
H -0.1986 -7.6394 -12.7747 0.3 0.0 0.0 0.35
H 2.3716 -5.9709 -12.9087 0.0 -0.1 0.1 0.25
H 3.2839 -8.0538 -12.1585 -0.1 0.1 0.2 0.31
H 1.7673 -8.5626 -11.3730 -0.1 0.1 -0.1 0.28
C -3.8387 4.1042 3.7527 0.6 -0.2 0.1 -1.36
C -4.2441 3.9557 2.3001 0.2 0.9 1.3 0.68
C -5.7069 3.6900 2.1126 -0.7 0.4 0.4 -0.03
O -5.7374 2.9515 0.9040 1.1 -0.8 -0.6 -0.35
C -4.5277 2.3227 0.8041 0.1 -1.3 -1.4 0.66
O -4.2720 1.4460 -0.0039 -0.4 1.7 1.6 -0.61
O -3.6452 2.8037 1.7295 -0.5 -0.8 -1.1 -0.40
H -2.7753 4.3571 3.8235 -0.2 0.1 0.0 0.40
H -4.4163 4.8892 4.2499 0.1 -0.1 -0.1 0.37
H -3.9716 3.1636 4.2987 -0.2 0.3 -0.3 0.26
H -3.9185 4.8298 1.7240 -0.1 -0.1 -0.1 0.16
H -6.2856 4.6131 2.0132 0.0 -0.2 -0.1 0.37
H -6.1480 3.0774 2.9067 0.3 0.3 -0.2 -0.13
C -7.1970 -0.6746 7.2156 -0.5 0.0 0.1 -1.46
C -6.8352 0.0559 5.9381 -0.1 -1.1 0.8 0.52
C -5.4446 0.6143 5.9429 0.8 -0.6 0.1 -0.60
O -5.5551 1.7339 5.0821 -1.0 0.5 -0.1 -0.15
C -6.8583 2.1423 5.1437 -1.0 1.9 -0.6 0.54
O -7.2721 3.1954 4.6890 0.8 -2.3 1.1 -0.55
O -7.6341 1.2174 5.7833 0.5 1.1 -0.7 -0.34
H -8.1977 -1.1116 7.1296 0.2 0.0 0.0 0.35
H -6.4851 -1.4767 7.4318 -0.1 0.1 -0.1 0.36
H -7.2301 0.0125 8.0684 0.2 0.0 -0.2 0.36
H -7.0040 -0.5919 5.0698 0.1 0.1 0.0 0.26
H -4.7114 -0.0983 5.5538 -0.1 0.3 0.0 0.35
H -5.1141 0.9629 6.9276 -0.2 -0.1 0.0 0.32
C -2.9587 8.3366 1.9526 -0.3 -0.4 0.0 -1.45
C -2.9709 8.9427 3.3415 -0.1 0.0 -1.4 0.63
C -1.6824 9.6119 3.7123 0.4 0.8 -0.6 -0.54
O -1.6563 9.4789 5.1224 -0.5 -0.8 0.6 -0.28
C -2.3936 8.3667 5.4199 0.0 -1.0 2.2 0.57
O -2.4243 7.8340 6.5164 0.1 1.2 -2.4 -0.59
O -3.0881 7.9301 4.3275 0.4 0.1 1.1 -0.27
H -3.9426 7.9180 1.7152 0.1 0.1 0.0 0.33
H -2.7065 9.0832 1.1937 0.0 -0.1 0.2 0.41
H -2.2447 7.5080 1.8888 0.0 0.3 0.1 0.35
H -3.8224 9.6245 3.4504 0.1 0.0 0.1 0.23
H -1.6671 10.6677 3.4259 0.1 -0.2 0.2 0.32
H -0.7957 9.1183 3.2992 -0.2 0.0 -0.1 0.28
C 1.8837 13.6774 6.6976 0.4 -0.4 -0.3 -1.29
C 1.4783 13.5288 5.2449 0.1 0.7 1.4 0.46
C 0.0155 13.2631 5.0574 -0.7 0.6 0.3 -0.46
O -0.0150 12.5247 3.8489 0.7 -0.7 -0.5 -0.29
C 1.1947 11.8958 3.7490 0.8 -1.6 -1.4 0.67
O 1.4504 11.0191 2.9409 -0.7 1.8 1.7 -0.59
O 2.0772 12.3768 4.6744 -0.7 -0.7 -1.1 -0.29
H 2.9471 13.9303 6.7683 -0.9 -0.2 -0.3 0.24
H 1.3061 14.4624 7.1947 0.1 0.0 -0.1 0.34
H 1.7508 12.7367 7.2436 -0.3 0.0 -0.2 0.37
H 1.8039 14.4029 4.6689 -0.1 -0.1 0.0 0.22
H -0.5632 14.1863 4.9580 0.0 -0.2 -0.1 0.34
H -0.4256 12.6505 5.8515 0.2 0.1 0.0 0.31
C 6.7282 11.4477 8.4194 -0.2 -0.3 -0.4 -1.42
C 6.5530 12.9484 8.3010 0.8 -1.2 0.2 0.47
C 6.3794 13.6353 9.6214 0.6 0.0 0.7 -0.51
O 5.6000 14.7688 9.2832 -0.8 0.0 -0.9 -0.33
C 4.8880 14.4297 8.1665 -1.4 1.3 -0.7 0.68
O 3.9665 15.0862 7.7117 2.7 -0.8 1.4 -0.59
O 5.3429 13.2587 7.6297 -0.7 1.2 0.2 -0.26
H 6.9116 11.0104 7.4320 0.1 0.1 0.2 0.36
H 7.5682 11.1944 9.0729 -0.1 0.1 -0.1 0.38
H 5.8197 10.9726 8.8060 0.1 0.2 0.1 0.35
H 7.3811 13.3830 7.7289 -0.1 0.1 0.1 0.25
H 7.3349 13.9423 10.0568 -0.2 0.1 -0.1 0.31
H 5.8279 13.0400 10.3576 0.1 -0.1 -0.2 0.31
```
Positions in Å, forces in eV/Å.

HOMO   -7.699 eV
Net charge   0
Max |F|   5.02 eV/Å
Orbital gap   7.11 eV
SMILES   C/C(I)=C(\I)c1c(I)c(CCc2ccccc2)c2c(c1CCN)Nc1c(ccc(CCCS)c1F)S2.C[C@@H]1COC(=O)O1.C[C@@H]1COC(=O)O1.C[C@@H]1COC(=O)O1.C[C@@H]1COC(=O)O1.C[C@@H]1COC(=O)O1.C[C@@H]1COC(=O)O1.C[C@@H]1COC(=O)O1
Relative energy (zero: lowest compared OMol25 entry of this formula, charge and spin)   30.737 eV